# 1
{"formula": "C5H8IN3O2", "method": "ωB97M-V with the def2-TZVPD basis set", "symbols": ["C", "C", "C", "C", "C", "N", "N", "N", "O", "O", "I", "H", "H", "H", "H", "H", "H", "H", "H"], "coordinates": [[-0.639898, -1.032471, 0.204933], [-1.553190, 2.368587, -1.587784], [-0.093874, -2.294456, 0.956333], [0.660353, 2.697612, -0.495225], [-2.576419, -0.081420, -0.608183], [-1.774580, -1.089484, -0.352992], [-0.474164, 2.790589, -1.255696], [-2.596794, 1.088884, 0.165275], [-1.610728, 1.203308, 0.949998], [-3.580641, 1.792662, 0.175913], [-3.089204, 3.263276, -2.611239], [0.095268, -0.295467, 0.091677], [0.768944, -2.902056, 0.659136], [0.027026, -1.819847, 1.889800], [-0.903359, -2.977795, 1.269178], [1.501982, 3.155868, -1.060700], [0.946005, 1.677245, -0.279433], [0.432749, 3.384490, 0.549773], [-3.438651, -0.293113, -1.353082]], "atomic_forces_ev_per_a": [[0.933, -4.019, 0.001], [2.374, 0.173, 0.513], [-2.027, 0.463, -0.152], [1.399, 2.516, 2.863], [-1.764, 0.845, -3.117], [-0.133, -0.120, 0.652], [-3.704, -1.029, -1.345], [1.770, -2.039, 0.581], [-0.276, 0.664, 0.117], [-1.614, 1.200, 0.144], [-0.563, 0.050, -0.258], [0.585, 1.602, -0.114], [-0.035, 0.802, -0.304], [1.265, 0.416, 1.566], [0.037, 0.127, -0.962], [-0.476, -0.083, 0.572], [-0.131, -0.292, 0.475], [0.890, -2.218, -2.874], [1.471, 0.944, 1.643]], "multiplicity": 1, "e_above_lowest_ev": 7.0172, "orbital_gap_ev": 5.404, "lumo_ev": -1.6575}

---

# 2
{"formula": "C57H116F9N12O3PS", "method": "ωB97M-V with the def2-TZVPD basis set", "symbols": ["C", "F", "F", "F", "S", "O", "O", "O", "C", "C", "N", "C", "C", "N", "C", "C", "H", "H", "H", "H", "H", "H", "H", "H", "H", "H", "H", "C", "C", "N", "C", "C", "N", "C", "C", "H", "H", "H", "H", "H", "H", "H", "H", "H", "H", "H", "C", "C", "N", "C", "C", "N", "C", "C", "H", "H", "H", "H", "H", "H", "H", "H", "H", "H", "H", "C", "C", "N", "C", "C", "N", "C", "C", "H", "H", "H", "H", "H", "H", "H", "H", "H", "H", "H", "C", "C", "C", "N", "C", "C", "C", "C", "C", "H", "H", "H", "H", "H", "H", "H", "H", "H", "H", "H", "H", "H", "H", "H", "H", "H", "H", "C", "C", "C", "N", "C", "C", "C", "C", "C", "H", "H", "H", "H", "H", "H", "H", "H", "H", "H", "H", "H", "H", "H", "H", "H", "H", "H", "C", "C", "C", "N", "C", "C", "C", "C", "C", "H", "H", "H", "H", "H", "H", "H", "H", "H", "H", "H", "H", "H", "H", "H", "H", "H", "H", "C", "C", "C", "N", "C", "C", "C", "C", "C", "H", "H", "H", "H", "H", "H", "H", "H", "H", "H", "H", "H", "H", "H", "H", "H", "H", "H", "P", "F", "F", "F", "F", "F", "F"], "coordinates": [[0.890885, -0.183735, -0.532172], [1.033315, 1.149785, -0.660352], [-0.378215, -0.539605, -0.206832], [1.227645, -0.723415, -1.692312], [2.179985, -0.849005, 0.759148], [2.538405, -2.109425, 0.118368], [3.194405, 0.174245, 0.824158], [1.487965, -0.892865, 2.056808], [-0.184255, -9.670825, 10.123988], [-0.808445, -9.517615, 8.654718], [0.149625, -8.839455, 7.869698], [0.579295, -9.176125, 6.584938], [1.435185, -8.208415, 6.148838], [1.686065, -7.338185, 7.210018], [0.721855, -7.669795, 8.125328], [2.568435, -6.202045, 7.206328], [0.155595, -8.734895, 10.567408], [0.736715, -10.247855, 10.040538], [-0.810495, -10.133075, 10.887038], [-1.738905, -8.951415, 8.612648], [-1.045205, -10.485435, 8.212708], [0.015515, -9.999765, 6.172438], [1.796715, -7.944245, 5.166028], [0.580845, -7.289645, 9.126338], [3.116765, -6.123015, 8.145048], [1.944975, -5.342095, 6.961628], [3.285705, -6.135585, 6.388288], [-3.953525, -5.452325, 3.392348], [-3.798925, -6.103815, 2.043678], [-4.979105, -6.831365, 1.627408], [-6.303965, -6.311895, 1.646678], [-7.143295, -7.341235, 1.225308], [-6.356265, -8.357185, 0.886918], [-5.029415, -8.053005, 1.097408], [-6.811545, -9.603245, 0.230678], [-3.029035, -5.033115, 3.789418], [-4.287665, -6.218695, 4.091728], [-4.780235, -4.742165, 3.410568], [-2.998935, -6.843305, 2.079308], [-3.660905, -5.491755, 1.152358], [-6.604215, -5.334235, 1.993698], [-8.219625, -7.300345, 1.146388], [-4.267655, -8.813055, 1.005548], [-7.740665, -9.864495, 0.737208], [-6.107015, -10.433695, 0.276428], [-6.997915, -9.569995, -0.842762], [-1.667345, -10.841225, -5.689272], [-1.880525, -9.767755, -6.733392], [-1.131585, -8.484905, -6.368462], [-1.827215, -7.331995, -6.175332], [-0.805995, -6.323955, -5.947492], [0.438565, -6.957735, -5.955272], [0.171635, -8.279765, -6.308502], [1.706145, -6.307485, -5.902842], [-1.424815, -10.468685, -4.694042], [-1.102815, -11.657955, -6.139112], [-2.576205, -11.437185, -5.606162], [-2.907535, -9.479685, -6.957842], [-1.350315, -10.136755, -7.611362], [-2.887075, -7.348425, -6.382302], [-0.836615, -5.313305, -5.567942], [0.926825, -9.050785, -6.268492], [2.535535, -6.994465, -6.071002], [1.797035, -5.980725, -4.866952], [1.748525, -5.359795, -6.439672], [9.328705, 1.773265, 5.122948], [9.987155, 0.488855, 5.776568], [9.419625, 0.222635, 7.089688], [8.070025, -0.100985, 7.384568], [7.862565, -0.199475, 8.726668], [9.095695, 0.042915, 9.297418], [10.086685, 0.212725, 8.297178], [9.366105, 0.113955, 10.750688], [9.872255, 2.081565, 4.229868], [9.338445, 2.660105, 5.756598], [8.318065, 1.612875, 4.747488], [11.064915, 0.618995, 5.874588], [9.823965, -0.404715, 5.174058], [7.399735, -0.017015, 6.541918], [6.986105, -0.337105, 9.342508], [11.102395, 0.463125, 8.565578], [10.428155, 0.278415, 10.932668], [9.063855, -0.734515, 11.364558], [8.891235, 0.955785, 11.254578], [-1.297065, 12.882645, -2.902512], [-1.070585, 11.905965, -4.076842], [-0.732235, 10.473945, -3.555752], [-0.669585, 9.226005, -4.482482], [-1.873155, 9.029675, -5.422222], [-0.440715, 8.092915, -3.498312], [1.069345, 8.076325, -3.210802], [1.776835, 8.868535, -4.403472], [0.635015, 9.224305, -5.333192], [-2.363345, 12.871615, -2.676652], [-1.016245, 13.909225, -3.137822], [-0.717705, 12.587035, -2.027832], [-0.242195, 12.280645, -4.678072], [-1.904735, 11.918185, -4.778372], [-1.524935, 10.188215, -2.864322], [0.171445, 10.444985, -2.946962], [-1.716915, 8.022475, -5.808552], [-1.783665, 9.767505, -6.219522], [-2.719725, 9.166225, -4.749332], [-0.640125, 7.147075, -4.002032], [-1.088805, 8.086965, -2.621922], [1.474905, 7.090605, -2.982822], [1.138285, 8.623255, -2.270472], [2.587605, 8.274495, -4.825202], [2.012135, 9.829015, -3.944992], [0.407425, 8.506975, -6.121692], [0.822745, 10.189585, -5.803412], [-13.988735, 1.680275, -4.740772], [-13.207645, 1.561315, -3.494002], [-11.703905, 1.956455, -3.691152], [-11.005375, 1.971035, -2.248582], [-11.339945, 3.307955, -1.673852], [-9.422115, 1.679155, -2.316062], [-9.124175, 0.511435, -1.403222], [-10.329625, 0.378235, -0.502222], [-11.496315, 0.816655, -1.310662], [-15.051245, 1.548215, -4.536502], [-13.844155, 0.744025, -5.279862], [-13.776615, 2.488115, -5.441132], [-13.350205, 0.526285, -3.183352], [-13.653185, 2.166825, -2.704742], [-11.580265, 2.942025, -4.140002], [-11.155365, 1.147225, -4.173172], [-12.282895, 3.781925, -1.946432], [-10.641115, 4.053295, -2.053602], [-11.194125, 3.310625, -0.593662], [-9.088175, 2.521855, -1.710712], [-9.054435, 1.675485, -3.342172], [-8.189575, 0.531585, -0.842672], [-9.039695, -0.379115, -2.026022], [-10.185555, 0.778075, 0.501508], [-10.603295, -0.639195, -0.222842], [-12.330835, 1.066615, -0.655532], [-11.789405, 0.005785, -1.977512], [12.112445, 4.295055, -7.807072], [11.404335, 3.067175, -7.272692], [10.594985, 3.149335, -5.985472], [9.983815, 1.780265, -5.397282], [11.085985, 1.109515, -4.530352], [9.400325, 0.860985, -6.494892], [8.002815, 1.416615, -6.693962], [7.548545, 1.506665, -5.247142], [8.784845, 1.985605, -4.474832], [11.654315, 5.126145, -7.270882], [12.113355, 4.294835, -8.897072], [13.108395, 4.071605, -7.424652], [11.921615, 2.114145, -7.383372], [10.665645, 3.039715, -8.073742], [9.746145, 3.832555, -5.957482], [11.298135, 3.511725, -5.235562], [10.726405, 0.159415, -4.135242], [11.432235, 1.833015, -3.792272], [11.938965, 1.157825, -5.207242], [9.358325, -0.159215, -6.113412], [10.093135, 0.875735, -7.336262], [7.346995, 0.755265, -7.260192], [7.915185, 2.382715, -7.191042], [7.158805, 0.515425, -5.015502], [6.673665, 2.123285, -5.041072], [8.686075, 1.455275, -3.527692], [8.893425, 3.031515, -4.187822], [-1.259265, -0.050855, 8.840158], [-1.724675, 1.317155, 8.464158], [-1.167615, 1.764045, 7.069208], [-1.690815, 3.042825, 6.395738], [-3.256285, 3.161225, 6.253458], [-1.169235, 3.226265, 4.927588], [0.137635, 4.127515, 5.032538], [0.316355, 4.385495, 6.530078], [-1.130695, 4.294885, 7.083208], [-0.200225, -0.106755, 9.091978], [-1.514625, -0.831435, 8.123518], [-1.552585, -0.266335, 9.867598], [-1.370225, 2.072185, 9.165858], [-2.813415, 1.268825, 8.483918], [-1.199825, 1.012225, 6.280648], [-0.080735, 1.844755, 7.052438], [-3.367795, 4.173695, 5.865418], [-3.809815, 2.863615, 7.144028], [-3.663435, 2.437175, 5.547708], [-1.995275, 3.546525, 4.292608], [-1.032395, 2.227985, 4.511888], [-0.045395, 5.067195, 4.511388], [1.055625, 3.734615, 4.595478], [0.739715, 5.359005, 6.777378], [0.959735, 3.616715, 6.958028], [-1.702705, 5.140565, 6.701468], [-1.085725, 4.231515, 8.170438], [-0.761005, 0.959925, -8.577012], [-2.204205, 1.671575, -8.556532], [-0.832095, 0.782545, -10.254092], [-0.100285, 2.453435, -8.726282], [0.656735, 0.166285, -8.560602], [-0.732175, 1.091825, -7.014052], [-1.640675, -0.421455, -8.446422]], "atomic_forces_ev_per_a": [[1.831, -0.533, 1.458], [-0.951, -0.299, 0.145], [0.475, 0.652, -0.472], [-0.636, -0.026, -0.572], [-0.660, 0.239, 0.672], [-0.274, 0.529, 0.777], [0.522, 0.165, -0.847], [-0.420, -0.751, -0.913], [-0.140, -0.081, -0.829], [-0.654, -0.631, 2.912], [2.215, 1.998, -3.305], [-1.061, 0.006, 0.277], [0.360, -0.208, 0.162], [-3.079, -1.968, -0.227], [1.818, -0.204, 1.938], [-0.131, 1.522, -0.248], [-0.375, 0.294, -0.261], [-0.130, -0.293, -0.112], [-0.272, -0.115, -0.485], [-0.009, 0.054, 0.374], [0.375, 0.003, 0.042], [0.678, 0.008, -0.663], [0.334, -0.577, 0.116], [0.386, 0.682, -0.227], [-0.298, 0.103, -0.063], [0.073, 0.375, 0.730], [-0.011, -1.105, -0.024], [-0.779, -0.203, 0.360], [0.697, -0.244, -0.884], [-2.787, -0.314, -0.238], [0.071, -1.760, 0.007], [0.779, 2.867, 0.673], [2.479, -1.882, -1.358], [-2.325, -0.207, 0.578], [-0.555, -0.574, 0.175], [-0.135, 0.161, -0.352], [0.198, -0.197, 0.119], [0.371, 0.405, -0.105], [0.116, 0.115, -0.109], [0.755, 0.755, 0.576], [0.451, -0.111, 0.024], [0.134, -0.318, -0.137], [0.209, 0.412, -0.072], [0.128, -0.294, -0.149], [0.216, 0.302, 0.803], [-0.123, 1.007, 0.045], [-1.395, -1.056, -0.286], [1.937, 0.545, -0.054], [-0.971, -0.583, -0.675], [3.074, 2.514, 0.244], [-1.259, -2.144, 0.535], [-3.903, -2.652, -2.201], [1.244, 1.385, 1.417], [0.981, 0.846, 1.790], [0.415, -0.297, -0.224], [1.173, 0.446, 0.665], [-0.580, 0.458, 0.372], [0.244, -0.028, 0.102], [-0.602, 0.349, -0.409], [0.130, 0.556, 0.359], [-0.373, 0.090, -0.521], [-0.050, 0.032, -0.415], [-0.257, 0.150, -0.450], [0.331, -0.023, 0.203], [-0.088, -0.521, -0.679], [0.479, -0.603, -0.135], [-0.557, 1.165, -1.057], [-0.129, -0.977, 4.086], [0.597, 1.023, -1.327], [1.553, 0.615, -0.615], [2.182, -0.271, -0.956], [-4.118, 0.369, 0.760], [0.512, 0.423, 0.683], [0.331, -0.325, 0.043], [0.012, -0.297, 0.359], [-0.097, -0.254, 0.372], [-0.130, 0.041, 0.193], [-0.030, 0.156, -0.131], [-0.232, -0.442, 0.277], [0.073, -0.071, -0.276], [0.037, -0.122, -0.436], [0.016, -0.209, -0.331], [-0.047, -0.475, -0.779], [-0.301, 0.287, -0.669], [-0.357, -0.533, -0.267], [1.186, -0.432, -0.581], [-1.314, 0.205, -0.039], [1.219, 1.097, 0.134], [1.507, 0.282, 1.521], [0.613, -1.723, -1.337], [-0.202, 1.074, 0.425], [-1.728, -0.462, 1.898], [-0.707, -0.425, -0.314], [0.103, 0.096, 0.389], [-0.016, -0.172, -0.217], [-0.084, -0.008, 0.080], [0.249, -0.103, -0.003], [-0.248, -0.230, 0.258], [-0.168, 0.111, 0.061], [0.117, 0.218, -0.343], [-0.576, 0.091, -0.030], [-0.310, -0.022, 0.190], [-0.345, -0.196, -0.649], [-0.416, 0.146, -0.414], [0.035, 0.643, -0.175], [-0.251, -0.051, -0.452], [0.742, 0.153, -0.026], [-0.040, 0.595, -0.111], [1.170, -0.258, -0.280], [0.353, -0.128, 0.035], [-0.533, 0.071, 0.088], [-0.941, -1.272, -1.600], [1.078, 0.704, 0.706], [-0.503, -1.828, 2.200], [-0.636, -0.652, -0.619], [1.318, 1.054, 0.472], [-1.109, 1.977, 1.756], [-0.186, -1.809, -0.915], [0.131, -0.936, 0.969], [-0.272, 0.750, -0.772], [-0.114, 0.798, 0.107], [0.429, 0.090, -0.557], [-0.153, 0.207, 0.391], [0.479, 0.050, 0.212], [0.149, 0.238, 0.082], [0.190, -0.208, 0.052], [-0.142, 0.334, -0.578], [-0.412, -1.058, 0.027], [0.382, -0.242, -0.154], [-0.235, -0.190, -0.011], [0.502, 0.460, -0.852], [-0.218, 0.008, 0.228], [-0.009, 0.647, -0.219], [-0.060, -0.250, 0.022], [-0.171, 0.996, -0.277], [0.510, -0.427, -0.263], [-0.174, 0.499, -0.572], [0.021, 0.133, 0.042], [1.312, -0.910, 2.155], [-3.330, -1.336, -2.120], [0.159, -0.400, 1.267], [0.790, -1.142, 1.054], [0.015, 1.610, -1.826], [0.868, 0.844, -0.254], [-0.592, 0.100, -0.147], [-0.775, 0.665, -0.432], [-0.785, 0.627, -0.015], [0.400, 0.555, -0.714], [-0.138, 0.400, 0.332], [0.545, 1.307, -0.366], [0.490, 0.208, 0.326], [-0.692, -1.020, 0.063], [0.122, 0.018, -0.598], [-0.271, -0.200, 0.607], [0.379, 0.147, -0.243], [-0.766, -0.162, 0.485], [0.154, -1.288, 0.016], [0.028, 0.103, 0.231], [-0.261, 0.048, -0.025], [0.264, -0.169, -0.027], [0.604, 0.064, -0.094], [0.693, -0.181, 0.764], [0.157, 0.392, -0.339], [1.511, -0.416, -0.028], [-0.846, 0.142, -0.189], [1.315, -0.485, 1.192], [0.106, 1.241, -1.461], [0.127, -0.468, -0.948], [-1.374, 0.678, -0.235], [1.142, -0.810, 0.195], [1.153, -0.842, 0.517], [-0.946, 0.069, -0.191], [-0.919, -0.100, 0.007], [1.386, -0.488, -0.473], [0.535, 0.206, -0.970], [-0.140, 0.029, 0.243], [-1.108, -0.309, -0.232], [-0.269, -0.148, 0.309], [-0.051, 0.471, -0.185], [-1.029, -0.391, 0.136], [0.075, 0.555, 0.725], [-0.580, -0.198, 0.454], [0.489, 0.887, 0.465], [0.692, 0.013, -0.496], [0.183, 0.912, 0.408], [0.600, -0.153, 0.325], [-0.130, 0.002, 0.029], [-0.395, -0.488, -0.118], [0.019, -0.066, -0.150], [-0.065, 0.122, 0.206], [-0.073, -0.033, 0.363], [-0.711, -0.143, -0.120], [-1.537, -0.196, -2.724], [-0.630, 0.937, -0.518], [0.356, 0.428, 1.794], [0.535, -0.955, -0.154], [-0.418, 0.481, -0.054], [0.664, -0.036, 1.865], [1.047, -0.695, 0.057]], "multiplicity": 1, "orbital_gap_ev": 6.314, "lumo_ev": -8.6641, "total_charge": 6}